Here is 18 unconnected molecules or ions with the total composition C29H86I2NO19 from OMol25. Energies are from wB97M-V/def2-TZVPD.

The geometry in XYZ format:
```
137
Properties=species:S:1:pos:R:3:lowdin_charge:R:1
C 0.51 -2.96 7.11 -0.16
C 1.44 -3.50 5.92 -0.79
I 0.43 -4.85 4.54 0.88
C 2.18 -2.32 5.09 -0.65
I 4.04 -3.21 4.33 0.98
N 1.35 -1.72 4.02 -0.11
C 1.62 -1.55 2.72 0.04
C 0.40 -0.90 1.87 -0.17
C 0.38 -1.75 0.51 -0.05
C 1.42 -0.98 -0.61 -0.13
C 1.50 -1.76 -2.10 -0.02
O 0.74 -0.36 -1.79 -0.21
C -0.76 -1.52 2.83 -0.24
C -2.28 -1.09 2.58 -0.08
C -3.17 -2.42 2.81 -0.18
O -3.22 -2.93 3.96 -0.02
C -0.04 -1.16 4.20 -0.07
H -0.56 -2.90 6.68 0.06
H 0.79 -1.91 7.45 0.09
H 0.46 -3.71 7.96 0.09
H 2.27 -4.12 6.42 0.04
H 2.50 -1.50 5.83 0.13
H 2.59 -1.83 2.20 0.12
H 0.47 0.24 1.82 0.16
H 0.86 -2.75 0.73 0.13
H -0.63 -1.81 0.00 0.13
H 2.42 -0.49 -0.19 0.16
H 1.58 -1.31 -3.14 0.13
H 2.67 -1.70 -1.97 0.07
H -0.78 -2.66 2.76 0.10
H -2.50 -0.66 1.56 0.12
H -2.58 -0.38 3.44 0.12
H -3.74 -2.95 1.98 0.14
H 0.11 -0.02 4.12 0.16
H -0.57 -1.31 5.19 0.14
C -6.66 -1.58 2.33 -0.15
O -6.00 -1.83 1.09 -0.14
H -5.92 -1.26 3.06 0.06
H -7.41 -0.80 2.20 0.09
H -7.13 -2.50 2.68 0.09
H -6.68 -2.12 0.46 0.09
C -1.28 -0.73 10.18 -0.15
O -0.81 -2.06 9.95 -0.14
H -0.62 -0.03 9.67 0.08
H -2.30 -0.63 9.78 0.08
H -1.28 -0.52 11.25 0.08
H -1.42 -2.65 10.41 0.08
C -1.32 -0.25 -4.84 -0.15
O -1.98 0.21 -3.66 -0.12
H -2.00 -0.15 -5.68 0.07
H -0.43 0.36 -5.01 0.05
H -1.04 -1.30 -4.72 0.06
H -1.35 0.11 -2.93 0.04
C 5.50 -0.90 -2.19 -0.14
O 4.90 -0.48 -0.97 -0.15
H 4.78 -0.80 -2.99 0.07
H 6.37 -0.27 -2.40 0.07
H 5.82 -1.94 -2.10 0.08
H 5.56 -0.57 -0.27 0.04
C -0.83 2.36 0.30 -0.14
O -0.59 2.13 -1.08 -0.11
H -1.49 3.23 0.41 0.07
H -1.32 1.48 0.74 0.06
H 0.11 2.56 0.82 0.08
H -0.01 1.36 -1.14 0.03
C 6.60 -0.76 2.89 -0.16
O 6.80 -0.97 1.50 -0.13
H 5.93 0.09 3.03 0.09
H 6.15 -1.65 3.33 -0.04
H 7.56 -0.54 3.37 0.09
H 7.39 -1.72 1.40 0.09
C 0.08 3.41 -5.52 -0.16
O 0.11 4.38 -4.48 -0.12
H 0.69 3.76 -6.34 0.07
H 0.48 2.46 -5.15 0.06
H -0.95 3.27 -5.86 0.08
H -0.44 4.04 -3.76 0.07
C -0.01 4.06 -9.52 -0.15
O 0.39 2.97 -8.69 -0.15
H -1.00 4.40 -9.21 0.08
H 0.70 4.88 -9.41 0.08
H -0.05 3.74 -10.56 0.08
H 1.26 2.70 -8.99 0.08
C -1.53 -2.36 -8.54 -0.16
O -1.68 -2.39 -7.13 -0.15
H -1.42 -1.32 -8.86 0.08
H -0.63 -2.92 -8.83 0.08
H -2.41 -2.79 -9.02 0.08
H -1.78 -3.32 -6.88 0.08
C 7.23 2.77 -1.83 -0.16
O 7.82 2.57 -3.11 -0.13
H 8.00 3.09 -1.14 0.08
H 6.46 3.53 -1.90 0.08
H 6.80 1.83 -1.48 0.05
H 7.11 2.28 -3.71 0.07
C 1.58 -0.74 -7.02 -0.16
O 2.63 -0.23 -6.20 -0.13
H 2.02 -1.23 -7.89 0.08
H 0.99 -1.46 -6.45 0.06
H 0.94 0.09 -7.35 0.07
H 2.22 0.20 -5.44 0.05
C -4.00 5.56 0.16 -0.14
O -3.03 5.56 1.19 -0.14
H -3.70 4.86 -0.61 0.08
H -4.97 5.25 0.56 0.08
H -4.08 6.56 -0.27 0.08
H -3.32 6.19 1.86 0.08
C -2.37 -2.96 -2.36 -0.15
O -1.97 -4.04 -1.54 -0.14
H -3.36 -2.62 -2.05 0.09
H -1.66 -2.13 -2.26 0.05
H -2.41 -3.28 -3.41 0.08
H -1.10 -4.32 -1.83 0.07
C -5.22 1.88 3.82 -0.14
O -4.17 1.11 3.25 -0.16
H -4.79 2.75 4.32 0.08
H -5.90 2.21 3.04 0.08
H -5.76 1.27 4.55 0.08
H -4.58 0.35 2.81 0.04
C -0.59 6.20 3.89 -0.17
O 0.06 5.96 2.65 -0.13
H 0.15 6.52 4.62 0.08
H -1.33 6.99 3.76 0.07
H -1.07 5.29 4.24 0.07
H -0.62 5.68 2.02 0.05
C 4.24 -4.15 8.89 -0.15
O 3.40 -3.02 8.78 -0.15
H 4.40 -4.58 7.90 0.07
H 5.20 -3.86 9.32 0.08
H 3.76 -4.90 9.53 0.08
H 3.27 -2.66 9.67 0.08
C -4.23 0.35 -8.36 -0.16
O -4.89 0.80 -7.18 -0.12
H -4.91 0.45 -9.20 0.08
H -3.34 0.95 -8.53 0.08
H -3.95 -0.70 -8.24 0.06
H -4.27 0.70 -6.45 0.06
```

Its LUMO energy is -4.00 eV. For the HOMO-LUMO gap, the calculation gives 0.262 Eh. As for the total charge: +1. The strongest force on any atom comes out at 5.4 eV/Å.

Here is 14 unconnected molecules or ions with the total composition C29H91N23O14 from OMol25. Energies are from wB97M-V/def2-TZVPD.

The geometry in XYZ format:
```
157
Properties=species:S:1:pos:R:3:lowdin_charge:R:1
C -11.30 6.83 19.45 -0.71
O -10.26 7.49 19.51 -0.01
N -12.51 7.28 19.70 0.18
N -11.25 5.52 19.25 0.18
H -12.60 8.24 20.02 0.08
H -13.26 6.61 19.79 0.13
H -10.36 5.06 19.12 0.12
H -12.09 4.97 19.23 0.11
C -12.68 7.15 15.85 -0.74
O -11.50 6.72 15.96 -0.03
N -13.47 7.37 16.90 0.20
N -13.23 7.41 14.73 0.19
H -14.35 7.85 16.81 0.07
H -13.06 7.14 17.80 0.06
H -14.21 7.63 14.59 0.12
H -12.79 7.12 13.87 0.12
C -11.70 10.08 21.73 -0.76
O -12.80 9.75 21.32 -0.02
N -10.56 9.59 21.29 0.21
N -11.58 11.04 22.60 0.18
H -10.63 8.91 20.55 0.04
H -9.73 10.15 21.38 0.07
H -12.46 11.41 22.94 0.12
H -10.64 11.32 22.82 0.05
C -9.41 10.48 13.01 -0.74
O -8.96 10.47 11.87 0.02
N -9.25 11.49 13.85 0.17
N -10.21 9.54 13.55 0.16
H -8.69 12.28 13.58 0.12
H -9.62 11.23 14.76 0.06
H -10.45 8.72 13.02 0.11
H -10.29 9.42 14.55 0.04
C -7.22 10.07 19.78 -0.79
O -7.78 10.61 20.73 -0.01
N -6.46 10.76 19.04 0.18
N -7.35 8.85 19.39 0.22
H -6.17 11.61 19.49 0.13
H -6.10 10.44 18.15 0.13
H -8.05 8.24 19.80 0.11
H -6.82 8.65 18.56 0.12
C -11.81 14.08 11.28 -0.89
O -11.88 15.20 10.95 0.09
N -11.41 13.59 12.44 0.17
N -11.95 13.10 10.55 0.19
H -11.22 12.62 12.65 0.08
H -11.26 14.18 13.25 0.08
H -12.43 13.33 9.70 0.13
H -11.88 12.19 10.98 0.14
C -15.63 15.09 14.43 -0.79
O -16.33 14.34 15.00 0.06
N -14.63 14.76 13.62 0.19
N -15.63 16.39 14.64 0.19
H -14.13 15.49 13.14 0.11
H -14.51 13.78 13.40 0.09
H -15.12 16.91 13.93 0.11
H -16.34 16.78 15.24 0.09
C -16.33 8.92 17.17 -0.82
O -16.95 8.10 16.51 0.01
N -16.13 9.04 18.42 0.20
N -15.61 9.72 16.40 0.15
H -16.55 8.45 19.11 0.13
H -15.56 9.85 18.63 0.06
H -15.87 9.77 15.43 0.08
H -14.89 10.28 16.85 0.06
C -16.33 16.87 17.99 -0.80
O -17.00 17.49 17.17 0.02
N -16.17 17.16 19.22 0.19
N -15.81 15.73 17.74 0.20
H -15.68 16.42 19.70 0.09
H -16.73 17.90 19.63 0.13
H -15.32 15.15 18.41 0.08
H -15.85 15.52 16.75 0.07
C -15.84 12.28 20.48 -0.03
C -14.80 12.66 19.40 -0.40
C -13.65 13.56 19.87 -0.15
O -14.13 14.83 20.40 -0.21
C -13.22 15.49 21.25 -0.09
N -14.30 11.44 18.76 0.06
H -16.28 13.17 20.93 0.07
H -15.33 11.76 21.29 0.07
H -16.67 11.68 20.09 0.07
H -15.38 13.09 18.58 0.12
H -13.04 13.69 18.98 0.11
H -12.96 13.07 20.57 0.12
H -13.72 16.29 21.79 0.09
H -12.30 15.92 20.86 0.09
H -12.97 14.73 21.99 0.07
H -13.70 11.07 19.48 0.06
H -13.62 11.71 18.07 0.03
C -10.12 14.15 23.26 -0.05
C -9.42 13.36 22.15 -0.41
C -8.27 14.04 21.33 -0.15
O -8.69 15.22 20.64 -0.19
C -9.41 15.01 19.43 -0.10
N -8.92 12.13 22.75 0.02
H -10.00 15.23 23.25 0.08
H -9.78 13.87 24.26 0.07
H -11.17 13.89 23.41 0.06
H -10.21 13.03 21.48 0.11
H -7.77 13.44 20.58 0.11
H -7.50 14.38 22.03 0.13
H -9.79 15.95 19.02 0.07
H -10.33 14.46 19.64 0.07
H -8.83 14.50 18.67 0.08
H -8.33 11.78 22.01 0.02
H -8.21 12.45 23.39 0.09
C -12.62 16.67 17.30 -0.05
C -11.27 16.78 16.62 -0.48
C -10.93 15.58 15.78 -0.18
O -9.73 15.84 14.99 -0.20
C -8.52 15.39 15.62 -0.09
N -11.35 17.99 15.88 0.06
H -12.97 15.75 17.79 0.06
H -13.37 17.02 16.61 0.07
H -12.66 17.41 18.09 0.09
H -10.51 16.88 17.39 0.11
H -11.74 15.53 15.06 0.11
H -10.90 14.68 16.40 0.12
H -7.64 15.57 15.00 0.09
H -8.60 14.33 15.83 0.07
H -8.36 15.99 16.52 0.08
H -10.59 17.86 15.22 0.07
H -12.20 18.04 15.34 0.07
C -18.68 12.09 13.78 -0.05
C -17.45 11.60 12.98 -0.41
C -17.13 12.58 11.82 -0.19
O -15.85 12.37 11.24 -0.21
C -15.40 13.47 10.33 -0.05
N -16.31 11.48 13.84 0.04
H -18.92 11.39 14.58 0.08
H -19.62 12.16 13.23 0.08
H -18.43 13.02 14.28 0.06
H -17.68 10.55 12.79 0.13
H -17.22 13.58 12.25 0.12
H -17.85 12.45 11.01 0.12
H -14.49 13.09 9.86 0.06
H -15.00 14.33 10.86 0.07
H -16.10 13.79 9.56 0.09
H -15.56 11.68 13.19 0.05
H -16.25 12.21 14.53 0.04
C -9.76 11.37 17.33 -0.05
C -10.86 10.36 17.08 -0.38
C -12.01 10.77 16.10 -0.19
O -12.69 11.88 16.61 -0.22
C -13.47 12.46 15.56 -0.07
N -10.11 9.25 16.51 0.04
H -10.03 11.82 18.29 0.07
H -9.76 12.24 16.67 0.05
H -8.77 10.92 17.38 0.07
H -11.32 10.07 18.02 0.13
H -12.69 9.93 15.95 0.11
H -11.59 11.02 15.13 0.09
H -12.79 13.07 14.96 0.07
H -14.29 13.11 15.87 0.08
H -13.94 11.65 15.00 0.08
H -10.73 8.49 16.28 0.03
H -9.66 8.81 17.30 0.07
```

For the relative energy (zero: lowest compared OMol25 entry of this formula, charge and spin), the calculation gives 414.3 kJ/mol. Its LUMO energy is 0.09 eV. For the HOMO-LUMO gap, the calculation gives 0.339 Eh. As for the total charge: 0. The strongest force on any atom comes out at 10.6 eV/Å.

Here is C2BrCl3 in the gas phase from OMol25. Energies are from wB97M-V/def2-TZVPD.

The geometry in XYZ format:
```
6
Properties=species:S:1:pos:R:3:lowdin_charge:R:1
Cl 0.37 2.08 -0.04 0.65
C 0.57 0.42 0.06 -1.34
Cl 2.14 -0.18 -0.03 0.66
C -0.51 -0.43 0.06 -1.33
Cl -0.34 -2.11 -0.03 0.63
Br -2.24 0.23 -0.02 0.72
```

For the relative energy (zero: lowest compared OMol25 entry of this formula, charge and spin), the calculation gives 0.0 kJ/mol. Its LUMO energy is 0.59 eV. For the HOMO-LUMO gap, the calculation gives 0.359 Eh. As for the total charge: 0. The strongest force on any atom comes out at 2.9 eV/Å. Its structure (SMILES) is ClC(Cl)=C(Cl)Br.

Here is C2BrCl3O in the gas phase from OMol25. Energies are from wB97M-V/def2-TZVPD.

The geometry in XYZ format:
```
7
Properties=species:S:1:pos:R:3:lowdin_charge:R:1
O -1.84 1.18 -1.58 0.05
C -1.28 0.71 -0.62 -0.97
Br -1.88 -0.65 0.50 0.79
C 0.22 1.01 -0.21 -1.51
Cl 1.15 -0.62 -0.16 0.48
Cl 1.06 2.11 -1.33 0.61
Cl 0.17 1.71 1.44 0.56
```

For the relative energy (zero: lowest compared OMol25 entry of this formula, charge and spin), the calculation gives 0.0 kJ/mol. Its LUMO energy is -0.48 eV. For the HOMO-LUMO gap, the calculation gives 0.384 Eh. As for the total charge: 0. The strongest force on any atom comes out at 2.4 eV/Å. Its structure (SMILES) is O=C(Br)C(Cl)(Cl)Cl.

Here is C2BrClFIO in the gas phase from OMol25. Energies are from wB97M-V/def2-TZVPD.

The geometry in XYZ format:
```
7
Properties=species:S:1:pos:R:3:lowdin_charge:R:1
C -1.17 0.53 0.22 -0.94
C -0.35 -0.62 -0.05 -0.71
O -0.70 1.56 0.59 0.02
F -0.68 -1.64 -0.81 0.02
Cl -2.85 0.21 -0.05 0.76
Br 4.11 0.42 -0.34 -0.19
I 1.65 -0.46 0.44 1.06
```

For the relative energy (zero: lowest compared OMol25 entry of this formula, charge and spin), the calculation gives 204.3 kJ/mol. Its LUMO energy (spin up / spin down) is -2.41 / -3.20 eV. For the HOMO-LUMO gap (spin up / spin down), the calculation gives 0.275 / 0.243 Eh. As for the total charge: 0. The strongest force on any atom comes out at 1.9 eV/Å.

Here is a molecular structure, C2BrF2IO from OMol25. Energies are from wB97M-V/def2-TZVPD.

The geometry in XYZ format:
```
7
Properties=species:S:1:pos:R:3:lowdin_charge:R:1
C 0.89 -0.21 0.18 -0.51
C -0.59 -0.05 -0.11 -1.21
O 1.65 0.68 0.43 0.11
F 1.54 -1.48 0.13 0.04
F -1.34 -1.10 -0.10 -0.03
Br -0.77 0.96 -1.90 0.62
I -1.39 1.21 1.36 0.98
```

For the relative energy (zero: lowest compared OMol25 entry of this formula, charge and spin), the calculation gives 35.4 kJ/mol. Its LUMO energy is -1.06 eV. For the HOMO-LUMO gap, the calculation gives 0.340 Eh. As for the total charge: 0. The strongest force on any atom comes out at 4.4 eV/Å.

What is the formula in the third record? C2BrCl3